# 1
85
Properties=species:S:1:pos:R:3:forces:R:3:mulliken_spin:R:1 method="wB97M-V/def2-TZVPD" s2=2.03 homo_lumo_gap_ev="5.58 / 3.34" charge=+2 multiplicity=3
W -1.4344 2.3651 1.3890 -0.93 1.74 -2.21 0.532
C -0.0420 1.9953 3.1545 2.24 -0.46 0.25 0.324
C 0.6224 2.0545 1.8739 0.24 0.39 1.30 -0.078
C 0.9340 0.7788 1.1595 0.95 -1.05 -0.27 0.085
C -0.1738 0.0358 0.3622 0.70 -0.58 -0.68 -0.005
C -1.6111 0.3606 0.6654 -1.24 0.39 0.70 -0.049
C -2.1295 0.4386 2.0070 0.58 -0.62 0.78 0.035
C -1.3718 -0.1992 3.1553 -0.31 -0.94 0.67 -0.001
C -0.3295 0.6875 3.8602 -0.61 -0.08 0.92 -0.005
C -2.9466 2.8655 0.0108 -0.09 0.63 -0.71 0.039
H 0.0105 2.8736 3.8022 0.00 -0.13 -0.34 -0.005
H 1.2920 2.8838 1.6595 -0.18 -0.05 0.23 -0.001
H 1.3302 0.0716 1.8989 -0.23 0.33 0.05 -0.009
H 1.7672 0.9622 0.4577 -0.38 0.00 0.31 0.007
H 0.0133 0.2175 -0.7156 -0.24 -0.03 0.52 -0.002
H 0.0218 -1.0505 0.5037 -0.23 0.39 -0.07 -0.004
H -2.2986 0.2615 -0.1696 0.05 -0.03 0.17 -0.001
H -3.2103 0.5377 2.1568 0.14 -0.23 -0.31 -0.001
H -0.8876 -1.1359 2.8296 -0.28 0.27 -0.07 -0.008
H -2.1179 -0.4956 3.9148 0.39 -0.01 -0.35 0.002
H -0.7494 0.9162 4.8569 0.34 0.15 -0.45 0.004
H 0.5832 0.0863 4.0758 -0.23 0.62 -0.35 0.026
H -3.7769 3.3169 0.5732 0.08 -0.01 -0.22 0.007
H -3.3293 2.0039 -0.5474 0.01 0.30 0.03 -0.002
H -2.5365 3.6180 -0.6770 -0.51 -0.16 -0.12 -0.002
P -0.4354 -2.3584 -2.4096 -1.04 -2.55 -0.22 -0.013
P 2.7037 -1.2202 -1.6450 2.68 -1.80 0.80 0.001
N -1.4227 -3.6026 -1.7000 -0.33 0.29 0.24 -0.003
N -0.9332 -2.7988 -4.1361 -0.02 0.69 -0.76 -0.047
N 3.2404 -2.3027 -0.2870 -0.78 0.56 0.03 0.001
N 4.2985 -0.8401 -2.2606 0.06 0.33 -0.68 0.000
C 1.1075 -3.3889 -2.3872 0.65 0.16 -0.38 -0.003
C 2.3569 -2.6078 -2.8033 -0.39 0.00 -0.25 0.009
C -2.7529 -3.4247 -1.2645 0.30 -1.27 0.01 0.003
C -3.3076 -4.6812 -1.0346 0.96 0.82 -0.42 0.004
C -2.3013 -5.6637 -1.3550 0.66 1.38 -0.46 0.002
C -1.1758 -4.9788 -1.7856 -1.04 -0.27 0.52 0.005
C -1.5860 -1.9141 -5.0041 1.19 -1.33 1.62 0.359
C -1.4511 -2.3870 -6.3125 1.13 -2.17 -1.14 0.171
C -0.7088 -3.6083 -6.2503 -1.36 1.90 -1.05 0.092
C -0.4882 -3.8763 -4.9041 -0.19 1.25 1.09 0.357
C 2.8150 -2.0382 1.0209 0.42 -1.05 0.01 -0.001
C 3.0813 -3.1360 1.8276 -0.08 0.60 -0.99 0.000
C 3.7029 -4.1273 0.9997 -0.37 1.19 -1.18 0.000
C 3.7835 -3.5927 -0.2915 -0.42 -0.09 1.25 0.000
C 5.4945 -1.5641 -2.1547 0.31 0.90 -0.74 0.000
C 6.4421 -0.9843 -2.9915 -1.42 -0.14 0.53 0.000
C 5.7983 0.0958 -3.6850 -0.73 -0.40 0.49 0.000
C 4.4864 0.1453 -3.2494 0.70 -0.35 0.48 0.000
H 1.0427 -4.2371 -3.0794 -0.14 0.29 0.40 0.004
H 1.2436 -3.8333 -1.3904 -0.15 0.34 -0.06 0.002
H 3.2116 -3.2998 -2.8738 -0.25 0.45 0.02 0.000
H 2.2109 -2.1666 -3.8016 0.14 -0.03 0.13 -0.002
H -3.1510 -2.4229 -1.1570 -0.01 -0.23 0.04 0.000
H -4.3128 -4.8769 -0.6940 0.10 0.05 0.03 0.000
H -2.3541 -6.7357 -1.2988 -0.21 -0.07 0.08 0.000
H -0.2187 -5.3617 -2.1121 -0.36 -0.04 0.27 0.001
H -2.0891 -1.0422 -4.6150 0.08 0.07 -0.06 0.011
H -1.8375 -1.9236 -7.2103 0.03 -0.01 0.15 0.001
H -0.3447 -4.2218 -7.0651 -0.35 0.08 0.04 0.001
H -0.0549 -4.7606 -4.4588 -0.09 0.16 -0.08 0.040
H 2.4067 -1.0735 1.2621 0.15 -0.26 -0.06 0.006
H 2.8406 -3.2141 2.8777 0.13 0.00 -0.08 0.000
H 4.0302 -5.1063 1.3044 0.11 0.00 -0.04 0.000
H 4.2108 -4.0163 -1.1833 -0.04 -0.08 0.04 0.000
H 5.5638 -2.4102 -1.4980 0.16 0.13 0.12 0.000
H 7.4679 -1.2993 -3.0846 -0.02 0.00 -0.01 0.000
H 6.2548 0.7539 -4.4086 -0.09 -0.05 0.04 0.000
H 3.6578 0.7850 -3.5207 0.19 0.08 0.02 0.000
O -3.0322 3.1746 5.0408 -0.23 0.66 -1.07 0.000
S -3.3736 4.0222 3.9251 0.54 -0.01 -0.90 -0.002
O -4.6710 3.9665 3.2897 1.27 -0.11 0.70 0.002
N -2.1533 3.8438 2.6478 -1.12 -0.40 0.91 0.058
C -1.5599 5.0176 2.2738 -0.90 -2.67 -0.26 -0.002
S -0.5219 4.7291 0.9774 0.31 1.11 0.22 0.037
C -2.0037 6.1188 3.0617 -0.26 1.18 0.75 0.001
C -1.6873 7.4759 2.9223 0.11 -0.60 -0.11 0.004
C -2.1300 8.3625 3.8950 -0.25 0.12 0.35 -0.002
C -2.8687 7.9106 5.0089 0.19 -0.13 -0.25 0.007
C -3.2766 6.5750 5.0978 0.36 -0.32 -0.52 -0.004
C -2.8366 5.7032 4.1084 -0.52 0.68 0.51 0.007
H -1.0993 7.7623 2.0482 -0.12 0.22 0.39 0.000
H -1.9116 9.4260 3.7964 0.03 -0.32 0.09 0.000
H -3.1285 8.5875 5.8245 0.00 -0.06 -0.43 0.000
H -3.9020 6.1925 5.8955 0.04 0.24 0.06 0.000



# 2
39
Properties=species:S:1:pos:R:3:forces:R:3:nbo_charge:R:1 method="wB97M-V/def2-TZVPD" homo_lumo_gap_ev=10.25 smiles=CCO.CCO.O.O.O.O.O.O.O de_lowest_kj_mol=236.4
C 6.8259 7.0409 7.2593 0.23 0.86 -0.48 -0.638
C 6.2565 8.3997 7.6878 0.36 -1.28 0.16 -0.066
O 6.0616 9.2523 6.6145 -0.02 0.26 -1.47 -0.742
H 6.2277 6.5550 6.4884 -0.37 -0.24 0.53 0.228
H 6.9995 6.4565 8.1629 -0.30 -0.39 -0.15 0.188
H 7.7978 7.1686 6.7826 0.22 0.26 0.17 0.232
H 6.9981 8.8439 8.3518 -0.23 0.07 0.51 0.171
H 5.2603 8.2927 8.1170 0.15 -0.34 0.84 0.148
H 5.6985 10.0521 7.0020 -0.39 0.32 -0.11 0.496
C 6.0721 9.1277 11.1483 0.00 0.38 0.99 -0.625
C 6.5852 8.6132 12.5020 -1.14 -1.16 -1.51 -0.067
O 7.9798 8.4635 12.4279 0.66 0.60 0.78 -0.725
H 6.3364 8.4493 10.3371 0.03 0.22 0.17 0.212
H 6.5229 10.1126 11.0267 0.08 0.01 -0.52 0.201
H 4.9928 9.2750 11.1856 -0.13 -0.15 -0.10 0.200
H 6.2197 7.5932 12.6211 -0.34 0.00 0.32 0.164
H 6.1949 9.2189 13.3198 0.40 0.10 0.15 0.166
H 8.3422 9.2025 12.9220 0.46 -0.03 -0.10 0.470
O 9.5377 8.1677 9.6362 0.16 0.08 -0.31 -0.925
H 9.8292 8.2058 10.5472 -0.05 0.05 0.30 0.472
H 8.8388 7.5137 9.6351 -0.18 -0.07 -0.02 0.454
O 8.3024 10.4816 6.0639 0.93 0.78 -0.02 -0.974
H 7.5210 9.9357 6.1517 -0.64 -0.55 0.04 0.480
H 8.2242 10.8745 5.1946 0.12 0.07 -0.20 0.456
O 3.6374 11.4026 5.1802 -0.19 -0.08 -0.15 -0.943
H 4.1760 11.6759 5.9228 0.08 0.00 0.42 0.477
H 3.9760 11.9062 4.4399 0.03 0.07 -0.24 0.464
O 9.5587 4.5515 9.0384 0.22 -0.08 -0.16 -0.937
H 8.8695 4.0073 8.6574 -0.24 -0.25 -0.04 0.470
H 9.1071 5.0914 9.6870 0.01 0.19 0.18 0.472
O 4.8827 11.4383 7.9434 0.02 0.06 -0.21 -0.959
H 5.6280 12.0218 8.0856 0.38 0.24 0.02 0.490
H 4.4035 11.4549 8.7719 -0.26 -0.11 0.19 0.492
O 10.1235 5.3086 6.0989 0.09 0.09 -0.33 -0.943
H 9.3680 4.8679 5.7100 -0.16 -0.07 -0.18 0.457
H 10.1494 4.9894 7.0009 0.08 0.07 0.53 0.482
O 3.6683 5.7807 6.5452 0.07 -0.27 0.10 -0.938
H 3.4616 6.0871 5.6622 -0.04 0.09 -0.26 0.472
H 3.3831 6.4919 7.1189 -0.06 0.19 0.14 0.467



# 3
64
Properties=species:S:1:pos:R:3:forces:R:3:mulliken_spin:R:1 method="wB97M-V/def2-TZVPD" s2=0.75 homo_lumo_gap_ev="7.88 / 8.59" charge=+1 multiplicity=2 de_lowest_kj_mol=7.5
Ti -0.2036 0.0051 -1.1140 -1.65 -0.15 0.65 0.947
C -1.3148 4.7125 -0.6906 -0.03 -0.02 -0.05 0.000
N -2.3730 3.7102 -0.7833 0.00 0.01 0.04 0.002
C -3.6771 4.0621 -0.2246 0.02 0.04 -0.10 -0.001
C -2.0843 2.4513 -1.1687 0.01 -0.03 -0.09 -0.015
N -0.8886 2.0090 -1.4328 0.08 -0.05 0.18 0.010
N -3.1846 1.6169 -1.2869 -0.03 -0.10 -0.02 0.007
C -3.2318 0.3598 -1.8812 0.05 0.18 0.01 -0.001
N -4.4854 -0.0229 -2.2186 -0.02 0.01 0.05 0.000
N -2.1719 -0.3446 -2.0325 0.22 0.09 0.05 -0.001
H -1.7641 5.6920 -0.8289 0.00 0.02 0.05 0.000
H -0.5914 4.5866 -1.4941 -0.02 0.02 0.00 0.000
H -0.8049 4.6773 0.2739 0.03 0.00 -0.02 0.000
H -3.6084 5.0640 0.1859 -0.01 0.00 0.03 0.000
H -3.9606 3.3916 0.5892 -0.01 0.00 0.00 0.000
H -4.4577 4.0826 -0.9902 0.00 -0.01 0.01 0.000
H -0.1965 2.7345 -1.3067 0.06 -0.01 0.05 0.018
H -4.0765 2.0252 -1.0730 -0.03 0.01 0.02 0.000
H -5.2327 0.6420 -2.3088 0.00 -0.01 -0.04 0.000
H -4.6373 -0.9351 -2.6110 0.02 -0.01 0.00 0.000
H -2.3349 -1.2080 -2.5362 0.02 -0.06 -0.02 0.009
O 0.5112 -1.0495 -2.5731 0.42 -0.42 -0.75 -0.010
N 1.7960 -1.2387 -2.6711 0.02 0.06 0.28 0.029
N 2.4097 -0.6178 -1.7604 0.39 0.04 -0.15 0.008
O 1.7416 0.1753 -0.9523 0.70 0.22 0.12 -0.013
C 3.8569 -0.7024 -1.6141 -0.78 -0.01 -0.10 -0.004
C 4.4785 0.2524 -0.8329 0.25 -0.06 0.01 0.002
C 5.8570 0.1694 -0.6872 -0.07 0.01 -0.01 -0.001
C 6.5670 -0.8446 -1.3130 0.04 0.01 0.01 0.001
C 5.9077 -1.7905 -2.0868 -0.08 -0.03 -0.03 -0.001
C 4.5314 -1.7329 -2.2441 0.26 0.01 0.03 0.002
H 3.9068 1.0298 -0.3511 -0.04 -0.01 -0.01 -0.001
H 6.3724 0.9016 -0.0810 0.01 0.00 0.00 0.000
H 7.6404 -0.9033 -1.1936 -0.01 0.00 0.00 0.000
H 6.4619 -2.5855 -2.5666 0.01 0.01 0.01 0.000
H 4.0048 -2.4672 -2.8347 -0.04 0.01 0.01 0.000
C 0.7411 -0.3267 3.4586 0.02 -0.01 0.08 0.001
Si -0.4971 0.1986 2.1611 0.07 0.10 0.10 -0.013
C 0.0456 1.9543 1.6759 0.05 0.09 -0.04 0.031
C -2.1678 0.4450 2.9818 -0.03 -0.04 0.05 -0.002
C -0.7273 -0.9407 0.7073 0.06 0.26 -0.23 -0.003
Si -0.3083 -2.7573 0.8580 0.06 -0.05 -0.01 0.002
C -1.7070 -3.6129 1.7670 -0.02 0.02 0.08 -0.001
C -0.1530 -3.6033 -0.8156 0.00 -0.05 -0.06 0.004
C 1.3146 -3.1138 1.7194 0.09 -0.03 -0.01 0.001
H 0.8110 0.4918 4.1810 0.04 -0.05 0.03 0.000
H 1.7411 -0.5046 3.0599 -0.01 0.02 -0.04 0.000
H 0.4368 -1.2204 4.0054 -0.03 0.00 -0.03 0.000
H 0.4609 2.4301 2.5686 -0.05 0.03 0.01 0.003
H -0.8071 2.5594 1.3553 -0.01 -0.01 0.00 -0.004
H 0.8183 2.0234 0.9050 0.03 -0.10 0.01 -0.009
H -2.1186 1.1795 3.7891 0.00 0.01 -0.01 0.000
H -2.5448 -0.4885 3.4063 0.00 0.00 -0.01 0.000
H -2.9071 0.7922 2.2527 0.00 0.01 0.01 0.000
H -1.8278 -0.9611 0.6040 0.02 0.02 -0.16 -0.001
H -2.6512 -3.4934 1.2286 0.00 0.00 0.00 0.000
H -1.8446 -3.1973 2.7687 0.00 0.00 -0.01 0.000
H -1.5224 -4.6837 1.8762 0.02 0.00 -0.01 0.000
H -0.9600 -3.3781 -1.5168 -0.03 0.01 0.04 0.002
H -0.1613 -4.6832 -0.6423 -0.02 0.00 -0.03 0.000
H 0.7865 -3.3708 -1.3213 -0.01 0.01 0.03 0.000
H 1.2863 -2.9607 2.7968 -0.03 0.01 0.00 0.000
H 2.1423 -2.5203 1.3206 -0.03 0.02 -0.02 0.000
H 1.5577 -4.1656 1.5438 0.02 0.01 0.01 0.000



# 4
98
Properties=species:S:1:pos:R:3:forces:R:3:mulliken_spin:R:1 method="wB97M-V/def2-TZVPD" s2=0.76 homo_lumo_gap_ev="5.41 / 5.24" charge=+3 multiplicity=2 de_lowest_kj_mol=86.9
Mn 0.0853 -0.5072 -0.6794 -0.63 -0.86 1.50 0.000
N -1.9606 -1.2045 -0.8457 0.27 0.02 -0.52 -0.001
C -2.7219 -0.4782 0.1877 -0.07 0.56 0.40 0.005
C -2.0831 0.9032 0.3576 -0.99 -0.46 0.51 0.020
O -2.6305 1.7941 0.9885 -0.13 -0.13 0.03 0.037
O -0.9352 1.0485 -0.1953 1.18 -0.20 -0.64 0.004
H -2.2787 -0.8640 -1.7626 0.08 -0.26 0.25 0.000
H -2.2048 -2.1967 -0.8146 0.24 0.21 -0.01 0.000
H -2.6341 -1.0084 1.1427 -0.05 0.12 -0.19 0.002
H -3.7842 -0.3540 -0.0432 0.17 -0.12 -0.04 0.000
S 3.6749 5.0719 -2.8462 -0.52 -0.17 0.52 0.003
C 3.1335 6.5236 -2.1429 -0.18 -0.18 0.21 -0.002
C 2.2720 6.3129 -1.0993 0.22 0.43 -0.32 -0.005
C 2.0317 4.9546 -0.8654 0.31 -0.67 -0.31 0.016
C 2.7197 4.1253 -1.7325 0.12 1.08 -0.13 0.001
C 2.7182 2.6880 -1.8059 0.27 -0.88 -0.09 -0.038
C 1.7263 1.9471 -1.1265 0.00 0.52 0.08 -0.078
N 1.6400 0.6288 -1.1644 0.36 -0.10 -0.68 -0.008
C 2.5764 -0.0417 -1.8875 0.41 0.27 -0.29 0.006
C 3.6447 0.5880 -2.5666 -0.73 -0.43 0.42 0.000
C 4.5949 -0.2567 -3.2277 0.09 -0.32 0.01 0.001
C 4.5129 -1.6090 -3.1562 0.08 0.24 -0.14 0.000
C 3.4390 -2.2663 -2.4730 -0.67 0.53 0.36 -0.001
C 3.3056 -3.6439 -2.3014 -0.56 -0.03 0.37 0.000
C 2.2151 -4.1605 -1.5850 0.32 0.79 -0.41 0.000
C 1.2127 -3.2538 -1.1788 -0.07 -0.14 -0.04 0.000
N 1.3063 -1.9391 -1.3296 0.72 -0.13 -0.48 0.002
C 2.4364 -1.4471 -1.9091 0.18 -0.44 -0.13 0.000
C 2.0981 -5.5583 -1.2758 0.07 -1.22 0.18 0.000
C 1.0843 -6.2241 -0.6071 0.47 0.65 -0.41 0.000
C 1.2992 -7.6008 -0.5077 0.42 -0.52 -0.16 0.000
C 2.4803 -7.9922 -1.0851 -0.26 0.21 0.19 0.000
S 3.3461 -6.6908 -1.7477 -0.59 0.37 0.18 0.000
C 3.6876 1.9816 -2.5286 -0.61 0.06 0.37 -0.003
H 3.4673 7.4651 -2.5335 0.10 0.19 -0.07 0.000
H 1.8338 7.1063 -0.5206 -0.04 0.16 0.10 0.004
H 1.4134 4.6037 -0.0528 0.02 -0.06 0.12 0.005
H 0.9766 2.4663 -0.5369 0.08 -0.17 -0.15 0.110
H 5.4018 0.2066 -3.7733 0.11 0.05 -0.07 0.000
H 5.2490 -2.2274 -3.6449 0.16 -0.03 -0.06 0.000
H 4.0505 -4.3156 -2.7017 0.13 -0.01 -0.05 0.000
H 0.3115 -3.6200 -0.7014 0.11 0.05 -0.01 -0.001
H 0.2086 -5.7425 -0.2127 -0.21 0.12 0.09 0.000
H 0.6103 -8.2887 -0.0518 -0.08 -0.12 0.09 0.000
H 2.8823 -8.9844 -1.1515 0.07 -0.22 -0.01 0.000
H 4.4694 2.5135 -3.0470 0.16 0.05 -0.08 0.000
C -1.4828 6.1321 0.1725 -0.55 0.16 -0.20 -0.012
Te -1.4566 3.9797 0.0605 0.17 1.24 0.45 0.891
C -0.6386 4.1914 2.0442 -0.23 -0.35 0.10 0.000
C -0.1237 5.5861 2.1798 0.00 0.59 -0.55 -0.020
C 0.7541 5.9402 3.1951 -0.05 -0.01 -0.06 0.004
C 1.1610 7.2555 3.3328 -0.02 0.07 -0.08 -0.002
C 0.6800 8.2279 2.4642 0.02 -0.08 0.14 0.000
C -0.1948 7.8845 1.4483 0.02 -0.13 -0.04 0.009
C -0.5786 6.5587 1.2814 0.44 -0.38 0.51 0.004
H -2.5054 6.4613 0.3859 -0.09 -0.22 -0.13 0.029
H -1.2189 6.5684 -0.7915 0.07 -0.19 -0.08 0.005
H 0.1072 3.4347 2.2856 -0.06 -0.15 -0.22 0.002
H -1.4969 4.0332 2.7043 -0.06 -0.18 -0.10 0.009
H 1.1097 5.1860 3.8780 0.10 -0.11 0.16 0.000
H 1.8514 7.5264 4.1163 0.04 0.03 0.08 0.000
H 0.9900 9.2543 2.5830 0.01 0.10 0.00 0.000
H -0.5742 8.6464 0.7852 -0.03 0.09 -0.14 0.000
S 0.0951 -1.5580 1.3052 -0.49 0.46 -0.14 0.002
Sb 1.9398 -2.0953 2.7572 -0.01 0.15 -0.42 -0.003
C 1.9069 -4.2761 3.0041 0.14 1.09 -0.01 -0.001
C 3.0381 -5.0285 2.7301 0.25 0.13 -0.06 0.000
C 3.0137 -6.3952 2.9684 0.06 0.03 -0.06 0.000
C 1.8720 -6.9958 3.4726 -0.01 0.10 -0.02 0.000
C 0.7426 -6.2332 3.7294 -0.05 0.05 -0.02 0.000
C 0.7544 -4.8646 3.5002 -0.25 0.17 0.06 0.000
C 1.1003 -0.7629 4.2596 0.48 -0.69 -0.45 0.000
C -0.2066 -1.0114 4.6520 -0.06 -0.16 -0.05 0.000
C -0.8602 -0.0786 5.4403 -0.07 -0.08 -0.03 0.000
C -0.2132 1.0871 5.8189 0.04 0.02 -0.03 0.000
C 1.1012 1.3098 5.4410 0.06 0.04 -0.03 0.000
C 1.7722 0.3817 4.6553 0.28 -0.06 -0.09 0.000
C 3.6178 -1.1764 1.7494 -0.65 -0.42 0.54 0.000
C 4.8290 -1.8088 1.5207 0.09 -0.19 0.07 0.000
C 5.8478 -1.1121 0.8870 0.04 -0.05 0.01 0.000
C 5.6544 0.2015 0.4926 -0.04 -0.03 -0.02 0.000
C 4.4363 0.8232 0.7194 0.02 0.05 0.12 0.000
C 3.4111 0.1361 1.3479 -0.24 0.14 0.10 -0.001
H 3.9413 -4.5718 2.3539 0.05 -0.03 -0.03 0.000
H 3.8974 -6.9848 2.7735 0.05 -0.02 -0.03 0.000
H 1.8658 -8.0552 3.6771 -0.01 -0.09 0.00 0.000
H -0.1471 -6.7012 4.1224 -0.08 -0.01 0.04 0.000
H -0.1263 -4.2736 3.7152 -0.06 -0.04 0.04 0.000
H -0.7168 -1.9144 4.3417 -0.09 0.02 0.04 0.000
H -1.8760 -0.2625 5.7558 -0.08 -0.03 0.02 0.000
H -0.7356 1.8213 6.4131 -0.02 0.03 0.11 0.000
H 1.6129 2.2056 5.7622 0.05 0.03 0.02 0.000
H 2.8048 0.5509 4.3749 0.00 0.05 -0.01 0.000
H 5.0023 -2.8266 1.8351 0.05 -0.03 0.04 0.000
H 6.8025 -1.5904 0.7298 0.06 -0.06 -0.05 0.000
H 6.4556 0.7443 0.0148 0.09 0.05 -0.02 0.000
H 4.2968 1.8548 0.4318 -0.04 0.08 -0.02 0.000
H 2.4510 0.6184 1.5124 0.11 0.01 0.06 0.000



Number 1: total energy -3288.63127 hartree. Number 2: total energy -845.10149 hartree. Number 3: total energy -2630.89168 hartree. Number 4: total energy -5020.19449 hartree.